Formula: C54H90BrClF3N14O10S
Source: OMol25
Level of theory: wB97M-V/def2-TZVPD

multiplicity = 1
highest occupied orbital energy = -11.218 eV
net charge = +1
E_tot = -200334.347 eV
lowest unoccupied orbital energy = -4.122 eV
orbital gap = 7.1 eV

Geometry (Å):
C1 3.557 0.195 1.052
C2 4.237 -0.420 -0.216
O1 4.656 -1.531 -0.137
N1 4.331 0.445 -1.350
C3 5.402 1.460 -1.218
C4 4.337 -0.265 -2.632
C5 3.098 0.093 -3.538
C6 1.777 -0.435 -2.826
C7 0.622 0.211 -3.621
C8 -0.909 -0.043 -3.423
C9 -1.191 -1.451 -4.100
N2 -0.265 -2.525 -3.676
N3 -1.508 0.938 -4.440
Cl1 -3.062 0.471 -5.076
C10 -1.553 2.389 -3.995
O2 -0.659 3.246 -4.674
C11 -1.686 2.612 -2.451
C12 -0.601 3.351 -1.632
C13 0.906 3.325 -2.008
C14 1.572 4.670 -1.490
C15 1.294 5.865 -2.441
S1 2.252 5.782 -3.986
O3 3.099 4.605 -3.958
O4 1.290 5.734 -5.066
O5 3.126 7.146 -4.144
C16 -2.910 3.637 -2.322
O6 -2.968 4.617 -2.982
N4 -3.932 3.412 -1.327
C17 -4.320 4.728 -0.844
O7 -5.203 5.328 -1.239
F1 -3.526 5.172 0.167
N5 -2.331 1.392 -1.894
C18 -1.568 0.134 -1.978
C19 -0.529 0.196 -0.810
C20 -1.034 0.583 0.593
O8 -1.841 1.371 0.895
Br1 -0.144 -0.343 2.098
N6 -2.571 -0.914 -1.670
C21 -3.701 -0.541 -0.893
O9 -3.849 -0.710 0.234
F2 -4.779 -0.029 -1.551
C22 -2.163 -2.191 -1.154
O10 -2.428 -3.147 -1.757
F3 -1.618 -2.416 0.051
H1 3.330 1.267 0.851
H2 2.659 -0.395 1.306
H3 4.268 0.171 1.906
H4 5.878 1.396 -0.212
H5 4.918 2.466 -1.233
H6 6.195 1.388 -1.983
H7 4.333 -1.372 -2.550
H8 5.222 -0.019 -3.262
H9 3.048 1.196 -3.693
H10 3.233 -0.474 -4.480
H11 1.924 -0.131 -1.772
H12 1.887 -1.533 -2.868
H13 0.889 1.294 -3.700
H14 0.820 -0.144 -4.671
H15 -2.211 -1.840 -3.927
H16 -0.955 -1.306 -5.184
H17 -0.783 -3.404 -3.719
H18 0.017 -2.451 -2.701
H19 -0.908 0.922 -5.285
H20 -2.518 2.733 -4.435
H21 0.113 2.777 -5.030
H22 -0.661 2.950 -0.591
H23 -0.853 4.426 -1.483
H24 1.509 2.537 -1.492
H25 1.189 3.274 -3.072
H26 1.149 4.852 -0.482
H27 2.665 4.492 -1.413
H28 1.638 6.784 -1.909
H29 0.208 5.978 -2.612
H30 3.800 6.959 -4.827
H31 -3.526 2.962 -0.492
H32 -3.171 1.359 -2.487
H33 0.072 -0.736 -0.700
H34 0.265 0.934 -1.072
C23 5.753 -0.988 4.897
C24 5.224 0.257 5.605
C25 3.876 0.022 6.292
C26 2.857 -0.371 5.293
N7 2.079 -0.674 4.518
H35 5.086 -1.309 4.094
H36 6.726 -0.784 4.448
H37 5.870 -1.818 5.597
H38 5.131 1.068 4.878
H39 5.952 0.578 6.353
H40 3.544 0.932 6.794
H41 3.960 -0.767 7.042
C27 -5.593 7.768 1.447
C28 -7.016 7.466 1.903
C29 -8.012 8.560 1.511
C30 -7.626 9.848 2.129
N8 -7.329 10.840 2.607
H42 -5.206 8.675 1.914
H43 -4.924 6.951 1.722
H44 -5.547 7.893 0.362
H45 -7.020 7.335 2.988
H46 -7.338 6.518 1.464
H47 -9.016 8.294 1.847
H48 -8.040 8.682 0.426
C31 0.240 -5.668 5.042
C32 0.675 -5.003 6.344
C33 1.716 -3.899 6.130
C34 2.935 -4.462 5.506
N9 3.877 -4.893 5.023
H49 1.076 -6.168 4.548
H50 -0.521 -6.424 5.239
H51 -0.180 -4.935 4.349
H52 1.078 -5.766 7.016
H53 -0.201 -4.574 6.835
H54 1.985 -3.447 7.086
H55 1.318 -3.115 5.484
C35 -4.520 4.115 -8.190
C36 -4.620 3.095 -9.320
C37 -4.508 1.648 -8.828
C38 -3.200 1.433 -8.171
N10 -2.191 1.267 -7.666
H56 -3.549 4.068 -7.691
H57 -4.634 5.126 -8.581
H58 -5.300 3.950 -7.442
H59 -3.835 3.297 -10.053
H60 -5.576 3.221 -9.831
H61 -4.598 0.955 -9.667
H62 -5.305 1.422 -8.116
C39 2.714 -10.392 7.337
C40 2.732 -9.014 6.687
C41 3.498 -7.977 7.513
C42 2.865 -7.818 8.842
N11 2.372 -7.695 9.863
H63 2.202 -10.376 8.302
H64 2.185 -11.104 6.702
H65 3.728 -10.762 7.490
H66 1.702 -8.678 6.536
H67 3.193 -9.092 5.700
H68 3.497 -7.012 7.003
H69 4.537 -8.285 7.648
C43 -8.768 4.157 3.061
C44 -10.193 3.866 3.516
C45 -11.176 4.969 3.114
C46 -10.777 6.257 3.726
N12 -10.469 7.249 4.196
H70 -8.377 5.064 3.526
H71 -8.104 3.337 3.338
H72 -8.722 4.280 1.975
H73 -10.201 3.739 4.601
H74 -10.523 2.921 3.080
H75 -12.184 4.717 3.448
H76 -11.199 5.086 2.029
C47 8.098 -8.508 6.938
C48 8.344 -9.689 7.871
C49 8.170 -11.043 7.177
C50 6.788 -11.181 6.666
N13 5.722 -11.288 6.275
H77 7.072 -8.497 6.565
H78 8.261 -7.567 7.466
H79 8.775 -8.538 6.081
H80 7.660 -9.620 8.721
H81 9.359 -9.623 8.270
H82 8.369 -11.855 7.878
H83 8.867 -11.139 6.343
C51 1.922 0.086 -8.872
C52 2.041 -1.412 -9.135
C53 1.954 -2.249 -7.856
C54 3.052 -1.887 -6.931
N14 3.902 -1.609 -6.223
H84 2.739 0.450 -8.246
H85 1.960 0.640 -9.810
H86 0.976 0.323 -8.376
H87 2.989 -1.610 -9.641
H88 1.244 -1.719 -9.815
H89 2.030 -3.311 -8.093
H90 0.998 -2.083 -7.353

Formula: C54H90F20Li2N12O6P3
Source: OMol25
Level of theory: wB97M-V/def2-TZVPD

multiplicity = 1
highest occupied orbital energy = -9.079 eV
net charge = -1
E_tot = -170271.156 eV
lowest unoccupied orbital energy = 1.447 eV
orbital gap = 10.5 eV

Geometry (Å):
Li1 -21.256 5.773 -4.480
Li2 -22.601 1.526 -6.525
P1 -23.727 7.080 -6.698
F1 -24.227 8.467 -5.972
F2 -25.141 7.116 -7.533
F3 -23.121 8.006 -7.833
F4 -23.125 5.730 -7.368
F5 -22.378 7.203 -5.812
F6 -24.487 6.285 -5.539
P2 -18.764 4.615 -4.919
F7 -17.320 5.164 -4.442
F8 -19.275 6.167 -4.966
F9 -18.254 4.659 -6.468
F10 -20.343 4.295 -5.340
F11 -18.365 3.029 -4.916
F12 -19.195 4.498 -3.392
P3 -24.695 0.044 -5.223
F13 -23.237 -0.688 -4.911
F14 -25.536 -1.334 -5.511
F15 -25.024 -0.174 -3.627
F16 -26.021 0.847 -5.586
F17 -23.954 1.528 -5.186
F18 -24.270 0.032 -6.807
C1 -21.993 4.919 -11.016
C2 -21.460 5.218 -9.571
C3 -19.882 4.915 -9.450
C4 -19.164 6.063 -10.101
N1 -18.545 6.891 -10.597
H1 -22.003 3.858 -11.265
H2 -21.503 5.487 -11.806
H3 -23.061 5.134 -10.989
H4 -21.974 4.497 -8.936
H5 -21.744 6.229 -9.277
H6 -19.703 4.017 -10.042
H7 -19.553 4.717 -8.429
C5 -13.547 7.503 -3.111
C6 -12.638 7.546 -4.456
C7 -11.161 7.261 -4.475
C8 -10.495 8.087 -3.547
N2 -9.959 8.783 -2.770
H8 -13.414 8.383 -2.482
H9 -13.360 6.577 -2.567
H10 -14.621 7.470 -3.293
H11 -12.946 8.443 -4.992
H12 -13.203 6.735 -4.915
H13 -10.713 7.627 -5.399
H14 -10.952 6.224 -4.213
C9 -21.477 10.970 -4.970
C10 -20.323 10.115 -5.437
C11 -20.380 9.756 -6.947
C12 -20.133 10.762 -7.942
N3 -19.875 11.566 -8.728
H15 -21.364 11.118 -3.896
H16 -22.365 10.375 -5.183
H17 -21.481 11.968 -5.409
H18 -20.262 9.156 -4.923
H19 -19.406 10.654 -5.202
H20 -21.235 9.090 -7.063
H21 -19.564 9.046 -7.074
C13 -17.397 -1.898 -6.397
C14 -16.540 -0.730 -6.006
C15 -15.335 -0.407 -6.933
C16 -14.531 -1.517 -7.530
N4 -13.877 -2.329 -7.993
H22 -17.622 -1.978 -7.461
H23 -18.283 -1.960 -5.765
H24 -16.637 -2.630 -6.122
H25 -16.139 -0.737 -4.993
H26 -17.227 0.116 -6.028
H27 -14.697 0.241 -6.332
H28 -15.616 0.228 -7.774
C17 -26.467 3.621 -9.917
C18 -27.220 3.661 -8.501
C19 -26.511 2.913 -7.417
C20 -25.048 2.965 -7.405
N5 -23.868 3.058 -7.354
H29 -25.513 4.071 -9.644
H30 -27.021 4.195 -10.660
H31 -26.269 2.632 -10.329
H32 -28.266 3.355 -8.521
H33 -27.250 4.723 -8.257
H34 -26.890 1.911 -7.621
H35 -26.885 3.133 -6.418
C21 -20.908 -1.076 -1.937
C22 -19.989 0.214 -1.880
C23 -20.399 1.296 -2.861
C24 -20.582 0.966 -4.306
N6 -20.683 0.714 -5.410
H36 -20.816 -1.687 -1.039
H37 -20.640 -1.675 -2.807
H38 -21.957 -0.863 -2.148
H39 -18.982 -0.182 -2.016
H40 -19.898 0.457 -0.822
H41 -19.674 2.110 -2.849
H42 -21.341 1.654 -2.446
C25 -20.448 0.345 -12.210
C26 -19.976 -0.642 -11.179
C27 -21.018 -0.993 -10.090
C28 -21.416 0.144 -9.248
N7 -21.815 1.020 -8.507
H43 -19.753 0.420 -13.047
H44 -20.672 1.284 -11.705
H45 -21.427 -0.067 -12.457
H46 -19.172 -0.148 -10.633
H47 -19.589 -1.564 -11.613
H48 -20.650 -1.730 -9.376
H49 -21.966 -1.397 -10.443
C29 -16.207 0.925 -0.939
C30 -16.223 1.909 -2.171
C31 -14.880 2.490 -2.644
C32 -13.951 1.425 -2.941
N8 -13.220 0.525 -3.140
H50 -17.140 0.781 -0.393
H51 -15.451 1.261 -0.229
H52 -15.949 -0.066 -1.313
H53 -16.775 2.801 -1.876
H54 -16.720 1.463 -3.032
H55 -14.473 3.167 -1.894
H56 -15.023 3.173 -3.482
C33 -27.174 4.477 -2.592
C34 -25.704 4.834 -2.751
C35 -24.672 3.740 -2.247
C36 -23.326 4.084 -2.716
N9 -22.337 4.401 -3.147
H57 -27.438 4.216 -1.567
H58 -27.486 3.609 -3.173
H59 -27.807 5.225 -3.071
H60 -25.518 5.788 -2.257
H61 -25.545 5.092 -3.798
H62 -24.847 2.712 -2.564
H63 -24.631 3.591 -1.168
C37 -17.737 10.866 -2.360
C38 -17.078 9.863 -3.372
C39 -17.146 8.420 -2.851
C40 -16.508 8.332 -1.546
N10 -15.939 8.331 -0.478
H64 -18.070 10.358 -1.455
H65 -18.405 11.593 -2.822
H66 -16.883 11.427 -1.981
H67 -16.032 10.115 -3.543
H68 -17.521 10.035 -4.353
H69 -16.804 7.644 -3.536
H70 -18.201 8.254 -2.634
C41 -21.844 4.966 0.328
C42 -20.963 6.198 0.689
C43 -19.923 6.473 -0.468
C44 -20.535 6.908 -1.787
N11 -21.011 7.215 -2.835
H71 -22.352 4.601 1.220
H72 -21.251 4.231 -0.217
H73 -22.525 5.330 -0.441
H74 -20.546 6.193 1.696
H75 -21.637 7.054 0.670
H76 -19.219 5.649 -0.580
H77 -19.231 7.278 -0.219
C45 -15.916 8.065 -6.716
C46 -16.865 8.050 -8.029
C47 -16.708 9.191 -9.073
C48 -16.446 10.535 -8.523
N12 -16.281 11.552 -8.052
H78 -15.977 7.172 -6.094
H79 -16.426 8.852 -6.160
H80 -14.882 8.349 -6.910
H81 -17.880 8.217 -7.669
H82 -16.757 7.088 -8.530
H83 -17.653 9.250 -9.612
H84 -15.957 9.017 -9.844
C49 -15.893 5.472 3.354
C50 -14.741 5.385 2.363
O1 -15.341 4.611 1.264
C51 -16.712 4.640 1.405
O2 -17.483 4.367 0.502
O3 -17.067 5.178 2.590
F19 -13.805 4.697 2.930
H85 -15.992 6.418 3.887
H86 -15.937 4.719 4.140
H87 -14.391 6.347 1.989
C52 -16.407 3.892 -8.852
C53 -14.948 4.182 -8.954
O4 -14.523 3.508 -10.153
C54 -15.618 3.255 -10.953
O5 -15.577 2.965 -12.145
O6 -16.798 3.424 -10.159
F20 -14.553 3.713 -7.784
H88 -16.985 4.765 -8.549
H89 -16.613 3.156 -8.076
H90 -14.822 5.260 -8.852